Record 1
The molecule C4H5NOS, computed with ωB97M-V/def2-TZVPD.

Results
Molar mass: 115.16 Da
Structure (SMILES): C=CCOSC#N
LUMO level: 0.1 eV
HOMO: -9.659 eV
Energy above the lowest of the compared OMol25 structures with the same formula, charge and spin: 3.253 eV

CARTESIAN COORDINATES (ANGSTROEM)
C (-0.970, -0.446, 0.494)
C (-0.137, 0.237, -0.312)
C (1.293, 0.221, -0.315)
O (1.591, 1.518, 0.309)
S (1.262, 2.899, -0.491)
C (-0.213, 3.351, 0.189)
N (-1.041, 3.868, 0.776)
H (-2.130, -0.392, 0.469)
H (-0.438, -1.084, 1.143)
H (-0.583, 0.800, -1.049)
H (1.706, -0.067, -1.295)
H (1.671, -0.436, 0.368)



Record 2
The molecule C2H5N3O, computed with ωB97M-V/def2-TZVPD.

Results
Molar mass: 87.08 Da
Structure (SMILES): [H]/N=C(\N)NC=O
LUMO level: 0.3 eV
HOMO: -9.390 eV
Energy above the lowest of the compared OMol25 structures with the same formula, charge and spin: 2.394 eV

CARTESIAN COORDINATES (ANGSTROEM)
H (-0.021, -2.254, 0.562)
N (-0.431, -1.523, -0.044)
C (0.213, -0.428, 0.220)
N (1.291, -0.337, 1.052)
N (-0.125, 0.761, -0.344)
C (-1.453, 0.965, -0.889)
O (-1.640, 1.928, -1.653)
H (1.701, 0.567, 1.296)
H (2.062, -1.293, 0.864)
H (0.697, 1.515, -0.633)
H (-2.296, 0.098, -0.433)



Record 3
A cluster of 15 separate species, C66H169N7O22 in total, computed with ωB97M-V/def2-TZVPD.

Results
Molar mass: 1413.11 Da
LUMO level: 0.4 eV
HOMO: -8.341 eV
Energy above the lowest of the compared OMol25 structures with the same formula, charge and spin: 2.458 eV

CARTESIAN COORDINATES (ANGSTROEM)
C (24.279, 14.513, 18.661)
C (25.332, 13.462, 19.105)
C (25.548, 12.494, 17.974)
O (26.591, 14.022, 19.241)
H (24.130, 15.357, 19.335)
H (23.276, 14.087, 18.636)
H (24.477, 14.976, 17.694)
H (25.037, 13.009, 20.051)
H (25.801, 12.910, 16.999)
H (24.712, 11.807, 17.848)
H (26.360, 11.827, 18.265)
H (26.528, 14.598, 20.006)
C (20.136, 18.995, 21.437)
C (21.620, 19.293, 21.249)
C (22.277, 18.209, 20.345)
O (21.688, 20.602, 20.682)
H (19.539, 19.203, 20.549)
H (19.739, 19.651, 22.211)
H (20.044, 17.919, 21.583)
H (22.227, 19.374, 22.150)
H (22.001, 17.223, 20.717)
H (23.363, 18.295, 20.379)
H (21.936, 18.354, 19.319)
H (21.541, 20.482, 19.741)
C (11.383, 14.138, 19.399)
C (10.566, 13.872, 18.144)
C (9.488, 12.724, 18.331)
O (9.848, 15.044, 17.998)
H (11.702, 13.232, 19.914)
H (10.887, 14.773, 20.133)
H (12.273, 14.714, 19.142)
H (11.223, 13.727, 17.287)
H (9.932, 11.729, 18.354)
H (8.913, 12.750, 17.406)
H (8.864, 12.920, 19.203)
H (10.352, 15.732, 17.558)
C (14.891, 13.523, 24.221)
C (15.657, 12.231, 24.498)
C (15.990, 11.459, 23.201)
O (16.806, 12.530, 25.242)
H (14.183, 13.332, 23.415)
H (15.515, 14.306, 23.791)
H (14.321, 13.934, 25.055)
H (14.999, 11.592, 25.086)
H (16.837, 11.917, 22.690)
H (15.167, 11.371, 22.491)
H (16.273, 10.446, 23.488)
H (16.516, 12.623, 26.152)
C (21.482, 17.639, 11.936)
C (21.930, 17.109, 10.538)
C (22.773, 18.060, 9.737)
O (22.583, 15.939, 10.781)
H (22.339, 17.994, 12.509)
H (20.997, 16.888, 12.560)
H (20.773, 18.456, 11.807)
H (21.003, 16.835, 10.035)
H (23.735, 18.312, 10.182)
H (22.225, 19.001, 9.694)
H (22.865, 17.686, 8.717)
H (22.479, 15.411, 9.986)
C (19.237, 14.624, 13.397)
C (18.361, 14.975, 14.609)
C (16.928, 15.297, 14.173)
O (18.416, 13.872, 15.397)
H (19.115, 13.570, 13.149)
H (20.290, 14.750, 13.648)
H (19.003, 15.319, 12.591)
H (18.686, 15.803, 15.239)
H (16.994, 16.127, 13.470)
H (16.261, 15.439, 15.024)
H (16.491, 14.434, 13.669)
H (18.711, 14.046, 16.293)
C (14.945, 12.468, 16.131)
C (14.012, 13.250, 15.279)
C (12.671, 12.581, 14.951)
O (13.700, 14.367, 16.063)
H (14.684, 12.394, 17.187)
H (15.988, 12.767, 16.023)
H (15.039, 11.496, 15.646)
H (14.461, 13.608, 14.352)
H (11.878, 13.250, 14.616)
H (12.313, 11.996, 15.798)
H (12.779, 11.836, 14.161)
H (13.234, 14.823, 15.358)
C (17.752, 21.039, 14.725)
C (18.679, 21.834, 13.810)
C (18.492, 23.303, 14.124)
O (20.014, 21.523, 14.167)
H (17.964, 19.970, 14.735)
H (16.701, 21.101, 14.443)
H (17.885, 21.377, 15.753)
H (18.583, 21.652, 12.739)
H (17.458, 23.640, 14.191)
H (18.933, 23.880, 13.312)
H (18.968, 23.569, 15.068)
H (20.516, 21.970, 13.481)
C (15.595, 18.185, 16.306)
O (14.467, 17.490, 16.866)
C (13.530, 18.359, 17.525)
C (12.337, 17.488, 17.930)
N (12.039, 16.498, 16.943)
C (11.416, 17.142, 15.781)
C (11.216, 16.197, 14.607)
O (12.415, 15.600, 14.153)
C (13.084, 16.542, 13.286)
H (15.925, 18.988, 16.965)
H (15.280, 18.629, 15.362)
H (16.369, 17.457, 16.065)
H (13.197, 19.145, 16.847)
H (13.922, 18.866, 18.406)
H (11.500, 18.181, 18.014)
H (12.526, 17.028, 18.900)
H (12.961, 16.166, 16.700)
H (11.944, 18.014, 15.395)
H (10.434, 17.516, 16.069)
H (10.650, 16.552, 13.745)
H (10.632, 15.337, 14.935)
H (12.577, 16.747, 12.344)
H (14.048, 16.078, 13.075)
H (13.239, 17.398, 13.943)
C (16.437, 18.231, 21.127)
O (16.664, 18.905, 22.348)
C (16.625, 20.288, 22.318)
C (17.379, 20.832, 23.589)
N (17.423, 22.285, 23.774)
C (18.187, 23.008, 22.753)
C (17.662, 24.479, 22.529)
O (16.423, 24.499, 21.855)
C (15.965, 25.788, 21.537)
H (15.359, 18.254, 20.963)
H (16.696, 17.207, 21.392)
H (17.025, 18.588, 20.281)
H (15.634, 20.743, 22.321)
H (17.219, 20.647, 21.477)
H (18.379, 20.405, 23.669)
H (16.952, 20.320, 24.451)
H (16.484, 22.656, 23.746)
H (18.161, 22.472, 21.805)
H (19.216, 22.931, 23.106)
H (18.336, 24.959, 21.819)
H (17.731, 25.027, 23.469)
H (15.208, 25.819, 20.753)
H (16.806, 26.462, 21.379)
H (15.393, 26.113, 22.406)
C (23.454, 15.303, 14.201)
O (23.627, 14.141, 14.984)
C (24.347, 13.066, 14.333)
C (23.606, 12.366, 13.172)
N (22.592, 11.375, 13.488)
C (21.600, 11.979, 14.419)
C (20.340, 11.053, 14.481)
O (19.754, 11.047, 13.202)
C (18.350, 11.008, 13.168)
H (23.044, 16.094, 14.830)
H (22.769, 15.009, 13.406)
H (24.401, 15.642, 13.782)
H (24.719, 12.385, 15.098)
H (25.306, 13.457, 13.993)
H (24.281, 11.678, 12.662)
H (23.328, 13.169, 12.489)
H (21.980, 11.031, 12.761)
H (21.226, 12.939, 14.061)
H (22.049, 12.132, 15.400)
H (19.652, 11.315, 15.285)
H (20.581, 10.015, 14.710)
H (18.061, 11.926, 13.681)
H (17.907, 10.133, 13.644)
H (18.133, 11.109, 12.105)
C (18.678, 24.515, 18.526)
O (18.681, 23.137, 18.252)
C (19.869, 22.540, 18.609)
C (19.987, 21.191, 17.814)
N (21.247, 20.490, 18.054)
C (22.330, 21.029, 17.222)
C (23.626, 20.212, 17.445)
O (23.534, 18.943, 16.728)
C (24.674, 18.144, 16.851)
H (19.291, 24.993, 17.762)
H (19.079, 24.765, 19.508)
H (17.678, 24.942, 18.443)
H (19.863, 22.355, 19.684)
H (20.727, 23.138, 18.303)
H (19.778, 21.388, 16.762)
H (19.155, 20.542, 18.087)
H (21.103, 19.549, 17.715)
H (22.487, 22.062, 17.531)
H (22.058, 21.111, 16.170)
H (23.809, 20.172, 18.519)
H (24.549, 20.690, 17.116)
H (24.751, 17.739, 17.860)
H (25.527, 18.785, 16.633)
H (24.600, 17.288, 16.179)
C (16.678, 9.794, 20.062)
O (16.875, 10.978, 19.238)
C (18.096, 11.135, 18.607)
C (19.303, 11.432, 19.471)
N (19.127, 12.823, 19.920)
C (20.205, 13.206, 20.807)
C (20.082, 12.628, 22.209)
O (21.002, 13.278, 23.055)
C (20.781, 13.108, 24.486)
H (17.384, 9.796, 20.893)
H (16.766, 8.821, 19.579)
H (15.698, 9.868, 20.532)
H (17.993, 11.888, 17.825)
H (18.346, 10.232, 18.050)
H (20.210, 11.407, 18.868)
H (19.426, 10.673, 20.244)
H (18.210, 13.064, 20.269)
H (20.159, 14.282, 20.977)
H (21.170, 12.904, 20.401)
H (20.282, 11.557, 22.213)
H (19.046, 12.744, 22.527)
H (21.430, 13.626, 25.192)
H (20.625, 12.128, 24.936)
H (19.803, 13.554, 24.665)
C (13.328, 16.282, 21.775)
O (13.142, 17.707, 21.661)
C (12.043, 18.286, 22.375)
C (11.743, 19.717, 21.751)
N (12.942, 20.579, 21.758)
C (12.762, 21.717, 20.842)
C (14.098, 22.339, 20.309)
O (14.631, 21.376, 19.376)
C (15.901, 21.826, 18.948)
H (14.356, 15.975, 21.583)
H (12.633, 15.794, 21.093)
H (13.081, 16.010, 22.801)
H (12.223, 18.323, 23.449)
H (11.151, 17.679, 22.219)
H (10.848, 20.180, 22.167)
H (11.490, 19.445, 20.726)
H (13.663, 19.993, 21.363)
H (12.197, 22.540, 21.280)
H (12.193, 21.484, 19.943)
H (14.757, 22.555, 21.151)
H (13.837, 23.238, 19.751)
H (16.329, 21.126, 18.231)
H (16.672, 21.972, 19.706)
H (15.846, 22.801, 18.463)
C (15.494, 14.133, 19.803)
O (16.674, 14.968, 19.785)
C (16.682, 15.573, 18.485)
C (18.076, 16.170, 18.248)
N (19.117, 15.117, 18.054)
C (20.473, 15.617, 18.151)
C (21.041, 16.402, 16.974)
O (20.424, 17.683, 16.786)
C (20.700, 18.158, 15.503)
H (15.213, 13.948, 20.840)
H (15.669, 13.174, 19.315)
H (14.619, 14.583, 19.334)
H (15.929, 16.362, 18.490)
H (16.540, 14.870, 17.665)
H (18.528, 16.677, 19.100)
H (18.154, 16.872, 17.418)
H (18.984, 14.320, 18.659)
H (21.140, 14.788, 18.385)
H (20.601, 16.116, 19.112)
H (21.035, 15.743, 16.106)
H (22.100, 16.604, 17.137)
H (20.320, 19.177, 15.577)
H (20.157, 17.640, 14.713)
H (21.754, 18.126, 15.225)



Record 4
The ion C29H25FNO2 with charge +1, computed with ωB97M-V/def2-TZVPD.

Results
Molar mass: 438.52 Da
Structure (SMILES): O=C(/[NH+]=C(/C[C@H](c1ccccc1)c1cccc(F)c1)c1ccccc1)OCc1ccccc1
LUMO level: -4.8 eV
HOMO: -11.672 eV
Charge: +1
Energy above the lowest of the compared OMol25 structures with the same formula, charge and spin: 0.781 eV

CARTESIAN COORDINATES (ANGSTROEM)
O (0.962, 3.576, -0.107)
C (1.224, 2.495, 0.283)
N (0.211, 1.404, 0.623)
C (-1.055, 1.200, 0.232)
C (-1.862, 0.088, 0.920)
C (-2.135, -1.272, 0.401)
C (-3.346, -1.982, 1.127)
C (-3.947, -1.471, 2.308)
C (-5.091, -2.031, 2.861)
C (-5.642, -3.212, 2.317)
C (-5.018, -3.763, 1.173)
C (-3.910, -3.121, 0.592)
C (-0.970, -2.263, 0.039)
C (0.085, -1.703, -0.687)
C (0.987, -2.452, -1.392)
C (0.859, -3.861, -1.441)
C (-0.181, -4.435, -0.676)
F (-0.329, -5.813, -0.818)
C (-1.054, -3.675, 0.092)
C (-1.486, 2.179, -0.763)
C (-2.695, 2.916, -0.726)
C (-3.055, 3.801, -1.746)
C (-2.243, 3.959, -2.888)
C (-1.027, 3.235, -2.960)
C (-0.649, 2.435, -1.890)
O (2.456, 2.013, 0.522)
C (3.630, 2.861, 0.266)
C (4.797, 1.927, 0.306)
C (5.340, 1.430, -0.882)
C (6.446, 0.582, -0.853)
C (6.993, 0.170, 0.368)
C (6.429, 0.647, 1.556)
C (5.322, 1.494, 1.528)
H (0.691, 0.755, 1.255)
H (-2.824, 0.525, 1.006)
H (-1.393, -0.145, 1.847)
H (-2.335, -0.807, -0.575)
H (-3.535, -0.584, 2.785)
H (-5.559, -1.596, 3.757)
H (-6.516, -3.695, 2.773)
H (-5.414, -4.707, 0.773)
H (-3.529, -3.563, -0.310)
H (0.127, -0.626, -0.731)
H (1.792, -1.940, -1.935)
H (1.548, -4.451, -2.062)
H (-1.787, -4.244, 0.655)
H (-3.312, 2.851, 0.165)
H (-3.984, 4.388, -1.698)
H (-2.515, 4.609, -3.707)
H (-0.361, 3.301, -3.849)
H (0.349, 1.954, -1.941)
H (3.514, 3.349, -0.698)
H (3.659, 3.605, 1.061)
H (4.889, 1.743, -1.825)
H (6.880, 0.235, -1.789)
H (7.851, -0.502, 0.390)
H (6.855, 0.343, 2.513)
H (4.863, 1.846, 2.454)



Record 5
A structure of composition C65H69AsP2V, computed with ωB97M-V/def2-TZVPD.

Results
Spin multiplicity: 3
Molar mass: 1038.08 Da
LUMO level (alpha / beta): -3.2 / -3.4 eV
HOMO (alpha / beta): -9.894 / -10.109 eV
Charge: +1
⟨S²⟩: 2.041

CARTESIAN COORDINATES (ANGSTROEM)
V (0.844, 1.471, 0.023)
C (-0.100, 3.032, 1.406)
C (-0.691, 3.302, 0.144)
C (0.389, 3.641, -0.757)
C (1.583, 3.526, 0.010)
C (1.285, 3.243, 1.370)
C (2.111, 3.581, 2.593)
C (1.544, 4.908, 3.139)
C (3.592, 3.818, 2.286)
C (1.972, 2.502, 3.672)
C (0.451, 4.469, -2.046)
C (0.080, 5.910, -1.636)
C (-0.445, 4.056, -3.235)
C (1.891, 4.530, -2.588)
C (-2.203, 3.497, 0.155)
C (-2.495, 4.837, 0.858)
C (-2.863, 2.388, 0.991)
C (-2.901, 3.500, -1.203)
H (-0.655, 2.836, 2.311)
H (2.560, 3.820, -0.335)
H (1.660, 5.704, 2.405)
H (2.075, 5.190, 4.049)
H (0.487, 4.814, 3.376)
H (3.730, 4.468, 1.426)
H (4.112, 2.885, 2.099)
H (4.066, 4.302, 3.139)
H (0.952, 2.468, 4.051)
H (2.638, 2.723, 4.504)
H (2.231, 1.521, 3.270)
H (-0.986, 6.003, -1.450)
H (0.345, 6.592, -2.442)
H (0.614, 6.215, -0.738)
H (-1.203, 3.330, -2.975)
H (0.160, 3.634, -4.034)
H (-0.937, 4.939, -3.638)
H (2.545, 5.097, -1.932)
H (1.876, 5.042, -3.547)
H (2.301, 3.531, -2.732)
H (-2.112, 4.834, 1.876)
H (-3.571, 4.995, 0.898)
H (-2.047, 5.674, 0.330)
H (-2.593, 2.436, 2.041)
H (-2.570, 1.415, 0.603)
H (-3.943, 2.487, 0.932)
H (-2.608, 4.352, -1.805)
H (-3.977, 3.555, -1.053)
H (-2.696, 2.580, -1.744)
C (7.113, 0.872, 2.872)
C (6.905, 1.396, 1.605)
C (5.664, 1.292, 1.012)
C (4.618, 0.658, 1.685)
C (4.824, 0.156, 2.964)
C (6.076, 0.251, 3.547)
P (3.014, 0.513, 0.821)
C (2.138, -0.851, 1.673)
C (0.755, -0.543, 1.643)
C (-0.203, -2.351, 3.040)
C (0.672, -3.436, 2.480)
C (1.943, -3.298, 2.064)
C (2.676, -2.098, 1.842)
C (3.605, -0.246, -0.721)
C (4.756, -0.994, -0.828)
C (5.185, -1.443, -2.081)
C (4.467, -1.139, -3.205)
C (3.274, -0.395, -3.127)
C (2.536, -0.059, -4.282)
C (1.390, 0.676, -4.161)
C (0.938, 1.091, -2.896)
C (1.620, 0.816, -1.730)
C (2.821, 0.064, -1.858)
H (8.086, 0.937, 3.333)
H (7.718, 1.877, 1.083)
H (5.494, 1.703, 0.025)
H (4.009, -0.316, 3.496)
H (6.237, -0.172, 4.527)
H (0.531, 0.511, 1.379)
H (-1.937, -3.550, 2.689)
H (0.237, -4.429, 2.482)
H (2.477, -4.211, 1.834)
H (3.736, -2.220, 1.668)
H (5.354, -1.232, 0.040)
H (6.099, -2.011, -2.159)
H (4.808, -1.466, -4.177)
H (2.888, -0.394, -5.248)
H (0.816, 0.939, -5.039)
H (0.004, 1.635, -2.844)
C (-0.118, -1.888, -1.172)
C (-1.007, -3.078, -1.546)
As (-1.637, -4.030, 0.077)
C (-3.586, -3.914, -0.085)
C (-4.316, -4.729, 0.777)
C (-5.698, -4.746, 0.741)
C (-6.376, -3.923, -0.145)
C (-5.664, -3.087, -0.985)
C (-4.279, -3.091, -0.956)
C (-1.535, -5.900, -0.502)
C (-2.232, -6.411, -1.589)
C (-2.226, -7.769, -1.849)
C (-1.521, -8.632, -1.025)
C (-0.801, -8.133, 0.046)
C (-0.810, -6.774, 0.302)
P (-0.984, -0.379, -0.491)
C (-1.537, -1.024, 1.183)
C (-0.339, -1.304, 1.954)
C (-1.520, -2.972, 3.523)
C (-2.562, -1.993, 3.939)
C (-3.171, -1.185, 3.066)
C (-2.799, -0.998, 1.686)
C (-2.347, -0.200, -1.722)
C (-1.940, -0.243, -3.062)
C (-2.818, 0.046, -4.089)
C (-4.142, 0.347, -3.813)
C (-4.565, 0.364, -2.497)
C (-3.679, 0.121, -1.462)
H (0.453, -1.543, -2.042)
H (0.622, -2.200, -0.423)
H (-0.403, -3.774, -2.137)
H (-1.842, -2.760, -2.171)
H (-3.781, -5.376, 1.468)
H (-6.248, -5.406, 1.396)
H (-7.455, -3.934, -0.181)
H (-6.180, -2.439, -1.681)
H (-3.748, -2.441, -1.637)
H (-2.803, -5.744, -2.223)
H (-2.783, -8.161, -2.687)
H (-1.536, -9.693, -1.216)
H (-0.243, -8.799, 0.688)
H (-0.260, -6.376, 1.150)
H (0.305, -1.881, 3.891)
H (-1.286, -3.652, 4.345)
H (-2.891, -2.020, 4.967)
H (-4.039, -0.622, 3.385)
H (-3.619, -0.708, 1.050)
H (-0.920, -0.499, -3.310)
H (-2.470, 0.037, -5.112)
H (-4.838, 0.562, -4.609)
H (-5.597, 0.581, -2.268)
H (-4.067, 0.181, -0.460)



Record 6
The molecule C3H5IN2, computed with ωB97M-V/def2-TZVPD.

Results
Molar mass: 195.99 Da
Structure (SMILES): IN1C=CCN1
LUMO level: -0.1 eV
HOMO: -8.024 eV
Energy above the lowest of the compared OMol25 structures with the same formula, charge and spin: 2.080 eV

CARTESIAN COORDINATES (ANGSTROEM)
I (-3.087, -0.044, 0.110)
N (-1.189, 0.040, -0.708)
C (-0.393, 1.176, -0.233)
C (0.760, 0.805, 0.311)
C (0.928, -0.697, 0.288)
N (-0.271, -1.159, -0.259)
H (-0.557, 2.166, -0.426)
H (1.324, 1.618, 0.683)
H (1.896, -1.033, -0.094)
H (0.985, -1.133, 1.403)
H (-0.395, -1.739, -1.074)



The E results, record by record, are as follows: -18598.666, -8671.248, -126645.764, -38773.113, -173621.441, -14269.526 eV.